ORCA calculation (the ωB97M-V functional and the def2-TZVPD basis) on a molecular structure, C12H22FN6O4V.

## Properties
- Energy above the lowest of the compared OMol25 structures with the same formula, charge and spin: 6.5 kJ/mol
- <S²>: 2.012
- HOMO (alpha / beta): -15.37 / -15.39 eV
- E_LUMO (alpha / beta): -7.3 / -6.2 eV
- 2S+1: 3
- Total charge: +2

CARTESIAN COORDINATES (ANGSTROEM)
V1 -0.014 0.308 0.069
N1 0.149 -1.521 -1.078
C1 0.465 -2.657 -0.165
C2 -0.204 -2.414 1.173
N2 0.200 -1.094 1.728
C3 1.610 -1.131 2.225
C4 2.420 0.087 1.802
N3 2.126 0.402 0.383
C5 -0.748 -0.623 2.765
C6 -0.504 0.845 3.064
N4 -0.425 1.601 1.776
H1 -0.757 -1.677 -1.515
H2 0.816 -1.491 -1.846
H3 1.549 -2.717 -0.066
H4 0.133 -3.608 -0.581
H5 0.021 -3.218 1.880
H6 -1.288 -2.392 1.038
H7 2.085 -2.030 1.836
H8 1.618 -1.228 3.313
H9 3.481 -0.106 1.963
H10 2.168 0.965 2.394
H11 2.646 -0.224 -0.229
H12 2.461 1.334 0.147
H13 -0.673 -1.231 3.671
H14 -1.753 -0.753 2.360
H15 0.428 0.983 3.609
H16 -1.297 1.235 3.700
H17 0.224 2.381 1.862
H18 -1.313 2.060 1.582
F1 -6.679 2.615 -1.218
C7 -5.532 2.016 -0.991
C8 -4.428 2.332 -1.667
N5 -3.208 1.686 -1.427
C9 -2.034 2.025 -2.245
C10 -0.893 2.427 -1.311
O1 -0.979 3.361 -0.561
O2 0.128 1.565 -1.311
C11 -3.110 0.730 -0.488
O3 -2.029 0.110 -0.242
N6 -4.225 0.419 0.200
C12 -5.525 0.983 0.049
O4 -6.438 0.599 0.709
H19 -4.420 3.098 -2.428
H20 -2.302 2.874 -2.869
H21 -1.757 1.185 -2.877
H22 -4.162 -0.329 0.879